{"formula": "C12H40O10V", "method": "the ωB97M-V functional and the def2-TZVPD basis", "symbols": ["O", "V", "O", "O", "H", "H", "O", "H", "H", "O", "H", "H", "O", "H", "H", "C", "C", "C", "O", "H", "H", "H", "H", "H", "H", "H", "H", "C", "C", "C", "O", "H", "H", "H", "H", "H", "H", "H", "H", "C", "C", "C", "O", "H", "H", "H", "H", "H", "H", "H", "H", "C", "C", "C", "O", "H", "H", "H", "H", "H", "H", "H", "H"], "positions_angstrom": [[-20.0102, 21.7231, -27.1942], [-19.3405, 22.4062, -28.5175], [-19.5747, 21.4291, -29.6902], [-21.3318, 23.5699, -28.5757], [-21.9036, 24.2342, -28.1775], [-21.9451, 22.9301, -29.0143], [-18.7328, 24.2421, -27.2625], [-19.3274, 24.7916, -26.7335], [-18.1116, 24.8669, -27.6587], [-17.3189, 21.7051, -28.1243], [-16.7997, 20.9655, -28.5200], [-16.6818, 22.4166, -27.9738], [-18.5667, 23.8726, -30.0175], [-18.7906, 23.8674, -30.9595], [-17.8525, 24.5171, -29.9329], [-24.0331, 19.5712, -30.8140], [-23.5646, 20.2857, -29.5716], [-22.5266, 19.4787, -28.7912], [-22.9970, 21.5774, -29.8809], [-24.6345, 18.7003, -30.5531], [-23.1486, 19.2954, -31.4022], [-24.6636, 20.1319, -31.5085], [-24.4457, 20.5526, -28.9807], [-22.1852, 20.1400, -27.9959], [-21.7356, 19.2339, -29.5022], [-22.9101, 18.5558, -28.3592], [-22.4869, 21.4799, -30.6971], [-22.3055, 22.4549, -24.7524], [-23.6663, 22.9860, -24.2877], [-24.6031, 21.8574, -23.8805], [-23.4928, 23.7525, -23.0653], [-22.4809, 22.0979, -25.7714], [-21.9665, 21.6150, -24.1515], [-21.5809, 23.2698, -24.7172], [-24.2174, 23.6082, -25.0032], [-25.5324, 22.2003, -23.4367], [-24.1191, 21.1503, -23.2044], [-24.8091, 21.2537, -24.7744], [-22.8683, 24.4564, -23.2864], [-16.4615, 20.5534, -23.3811], [-17.7670, 20.7524, -24.1660], [-18.0182, 19.6684, -25.2132], [-18.8829, 20.6961, -23.2666], [-16.3713, 19.5089, -23.0870], [-16.4317, 21.2223, -22.5250], [-15.6198, 20.8091, -24.0300], [-17.7291, 21.7726, -24.5650], [-17.2654, 19.8579, -25.9817], [-19.0152, 19.6346, -25.6444], [-17.9049, 18.7168, -24.6910], [-19.2832, 21.5433, -23.0707], [-17.9846, 18.1037, -29.2046], [-16.6824, 18.4153, -29.9018], [-16.9122, 18.9488, -31.3120], [-16.0689, 19.4581, -29.0968], [-18.4788, 17.2362, -29.6613], [-18.7465, 18.8828, -29.2922], [-17.8961, 17.8294, -28.1539], [-16.0467, 17.5334, -29.9753], [-17.6324, 19.7625, -31.3771], [-17.3074, 18.1608, -31.9654], [-15.9713, 19.1680, -31.8223], [-15.1153, 19.3163, -29.0841]], "lowdin_charge": [-0.294, 0.870, -0.280, -0.064, 0.094, 0.052, -0.043, 0.103, 0.081, -0.053, 0.061, 0.093, -0.052, 0.109, 0.092, -0.057, -0.466, -0.034, -0.083, 0.091, 0.086, 0.085, 0.142, 0.066, 0.078, 0.089, 0.096, -0.055, -0.474, -0.063, -0.068, 0.066, 0.084, 0.068, 0.130, 0.082, 0.084, 0.081, 0.075, -0.052, -0.485, -0.053, -0.061, 0.080, 0.078, 0.074, 0.124, 0.066, 0.068, 0.086, 0.078, -0.050, -0.431, -0.052, -0.081, 0.092, 0.066, 0.084, 0.144, 0.073, 0.089, 0.081, 0.110], "e_homo_ev": -11.86, "homo_lumo_gap_ev": 8.100, "lumo_ev": -3.76, "de_lowest_kcal_mol": 0.00, "max_force_ev_per_a": 4.69, "molar_mass_da": 395.39, "charge": 1}